Entry from the Open Molecules 2025 dataset: C24H28AsF6FeN4O2 as an isolated structure (wB97M-V/def2-TZVPD).

```
66
Properties=species:S:1:pos:R:3:lowdin_charge:R:1
Fe -0.287 -0.070 0.493 0.776
C 5.142 3.173 3.118 0.011
C 4.240 2.415 2.223 -0.154
C 4.701 1.327 1.450 0.104
C 3.870 0.598 0.622 -0.066
C 4.454 -0.462 -0.142 0.064
N 3.814 -1.248 -0.938 0.109
C 4.435 -2.310 -1.730 -0.110
C 4.101 -3.723 -1.227 -0.121
C 2.759 -4.310 -1.689 -0.109
N 1.620 -3.877 -0.875 0.109
C 0.964 -4.642 -0.070 0.065
C -0.193 -4.265 0.680 -0.066
C -0.790 -5.230 1.471 0.104
C -1.980 -4.988 2.191 -0.157
C -2.576 -6.024 3.064 0.011
C -2.611 -3.744 2.010 0.077
C -2.050 -2.736 1.261 -0.073
C -2.815 -1.522 1.030 -0.035
N -2.368 -0.463 0.495 0.010
C -3.261 0.669 0.290 -0.167
C -2.557 1.832 -0.388 -0.151
C -1.615 2.589 0.540 -0.154
N -0.338 1.896 0.722 -0.007
C 0.645 2.559 1.180 -0.033
C 2.004 2.068 1.319 -0.076
C 2.888 2.779 2.094 0.077
C 2.451 0.906 0.569 -0.225
O 1.656 0.215 -0.123 -0.021
C -0.753 -2.928 0.642 -0.219
O -0.140 -1.986 0.074 -0.031
H 6.104 2.685 3.257 0.101
H 4.670 3.342 4.089 0.118
H 5.326 4.174 2.708 0.127
H 5.749 1.051 1.512 0.150
H 5.526 -0.616 -0.054 0.169
H 2.814 -1.070 -1.014 0.139
H 5.514 -2.171 -1.687 0.139
H 4.127 -2.189 -2.769 0.146
H 4.162 -3.755 -0.137 0.131
H 4.879 -4.382 -1.612 0.137
H 2.812 -5.396 -1.637 0.139
H 2.560 -4.039 -2.727 0.146
H 1.286 -2.920 -0.947 0.141
H 1.299 -5.673 0.010 0.169
H -0.330 -6.210 1.533 0.151
H -1.869 -6.811 3.315 0.103
H -3.433 -6.494 2.566 0.128
H -2.976 -5.580 3.978 0.115
H -3.568 -3.574 2.492 0.156
H -3.864 -1.572 1.329 0.166
H -3.651 0.994 1.259 0.146
H -4.115 0.354 -0.315 0.144
H -3.314 2.532 -0.739 0.136
H -2.011 1.479 -1.270 0.124
H -2.083 2.722 1.521 0.147
H -1.428 3.583 0.130 0.140
H 0.496 3.601 1.468 0.167
H 2.529 3.643 2.643 0.158
F 1.038 -0.851 2.177 -0.303
As 0.185 -0.498 3.816 0.835
F -1.077 0.177 2.662 -0.282
F 0.943 1.048 3.670 -0.205
F -0.777 -0.076 5.116 -0.146
F 1.503 -1.195 4.596 -0.168
F -0.578 -2.024 3.527 -0.206
```

HOMO level (alpha / beta): -17.4761 / -17.5855 eV
strongest force on any atom: 2.40 eV/A
net charge: +3
multiplicity: 5
E_LUMO (alpha / beta): -0.3501 / -0.4277 hartree
expectation value of S²: 6.09